Density functional theory data (ωB97M-V/def2-TZVPD) for an isolated molecule of C5H13N3O in a non-equilibrium geometry.

Last column: Löwdin charge in e.
Cartesian coordinates (Å):
C  0.378  0.067  -1.767  -0.081
N  0.571  -0.094  -0.334  -0.113
H  -1.508  -0.093  0.172  0.152
H  2.736  -2.556  0.164  0.091
C  0.128  -2.558  0.263  0.040
H  -0.531  -0.435  -2.124  0.089
H  0.494  -3.551  0.471  0.055
C  -0.523  0.310  0.459  -0.452
H  -1.772  3.547  0.395  0.073
N  2.342  -1.626  0.157  0.097
H  2.856  -0.989  -0.432  0.084
C  0.965  -1.553  0.025  -0.395
H  -2.612  2.088  -0.149  0.072
H  -2.125  2.238  1.551  0.073
N  -0.571  1.867  0.123  -0.063
H  1.237  -0.353  -2.286  0.082
O  -0.356  0.059  1.806  0.017
C  -1.833  2.464  0.516  -0.155
H  -0.936  -2.414  0.288  0.053
H  0.190  2.283  0.655  0.098
H  0.291  1.130  -1.976  0.073
H  0.579  0.168  2.023  0.110

Output
HOMO-LUMO gap	9.41	eV
SMILES	C=C(N)N(C)[C@@H](O)NC
relative energy (zero: lowest compared OMol25 entry of this formula, charge and spin)	54.68	kcal per mole
calculated total energy	-437.7669	Ha

Density functional theory data (ωB97M-V/def2-TZVPD) for a cluster of 2 separate species, C5H13N3O2 in total in a non-equilibrium geometry.

Last column: Löwdin charge in e.
Cartesian coordinates (Å):
H  -3.289  0.661  1.675  0.057
H  0.857  -0.579  -0.546  0.051
H  -2.456  -0.912  1.312  0.065
C  -2.633  0.110  1.010  -0.085
H  -0.652  1.365  2.956  0.086
H  -3.258  0.013  0.116  0.063
O  -0.288  0.267  -2.436  0.071
H  0.911  1.244  3.598  0.096
C  1.275  -0.992  -3.733  0.011
N  0.220  0.868  2.978  0.155
H  -1.305  0.874  -0.494  0.075
C  0.583  0.134  1.894  -0.535
H  0.716  -0.603  -4.576  0.086
H  2.304  -0.749  -3.800  0.073
H  2.188  -0.615  0.981  0.073
C  -1.308  0.794  0.586  -0.240
N  -0.171  -0.090  0.889  0.017
C  0.674  -0.469  -2.470  -0.583
N  1.898  -0.350  1.914  0.117
H  1.068  -2.055  -3.754  0.090
O  1.205  -0.992  -1.369  0.072
H  2.606  0.343  2.143  0.093
H  -1.145  1.732  1.124  0.093

Output
HOMO-LUMO gap	9.59	eV
SMILES	CCN=C(N)N.CC(=O)O
relative energy (zero: lowest compared OMol25 entry of this formula, charge and spin)	9.68	kcal per mole
calculated total energy	-513.0799	Ha

Density functional theory data (ωB97M-V/def2-TZVPD) for a cluster of 2 separate species, C5H13N3O2 in total in a non-equilibrium geometry.

Last column: Löwdin charge in e.
Cartesian coordinates (Å):
H  -1.615  -2.794  2.442  0.057
H  3.096  0.008  0.846  0.087
O  -0.941  0.932  -1.015  0.098
C  -0.861  2.939  -2.090  0.016
N  0.597  -1.974  0.326  0.008
H  0.977  -0.468  -1.122  0.093
C  -0.963  1.375  -2.214  -0.547
H  2.240  -1.509  -0.630  0.107
H  -0.696  0.158  -0.681  -0.020
C  1.942  0.131  0.939  -0.071
H  1.776  -0.410  1.928  0.079
H  -0.937  0.417  1.101  0.211
O  -0.653  0.765  -3.241  0.069
H  -0.182  -3.582  2.331  0.114
H  -0.087  3.245  -2.824  0.092
C  -0.413  -1.787  1.140  -0.584
H  -1.862  3.323  -2.098  0.062
H  1.711  1.139  1.034  0.014
H  -2.089  -0.754  1.809  0.131
N  -0.689  -2.711  2.132  0.125
H  -0.485  3.210  -1.057  0.090
N  -1.258  -0.739  1.116  0.078
C  1.392  -0.913  -0.173  -0.309

Output
HOMO-LUMO gap	8.75	eV
SMILES	CCN=C(N)N.CC(=O)O
relative energy (zero: lowest compared OMol25 entry of this formula, charge and spin)	84.52	kcal per mole
calculated total energy	-512.9606	Ha

Density functional theory data (ωB97M-V/def2-TZVPD) for a structure of composition C5H13N3OP in a non-equilibrium geometry.

Last column: Löwdin charge in e.
Cartesian coordinates (Å):
H  -1.820  0.245  -0.736  0.075
N  -0.080  1.188  -0.006  -0.113
O  4.864  0.729  -0.008  -0.443
N  2.502  0.399  -0.440  -0.159
C  0.413  2.417  0.530  -0.003
H  2.866  1.199  -0.904  0.013
H  -1.402  -2.307  -0.221  0.124
H  2.253  -2.292  -0.283  0.061
H  -0.605  -2.510  1.346  0.106
H  -1.970  0.834  0.895  0.119
N  0.369  -1.207  0.002  -0.112
H  1.348  -2.059  -1.769  0.103
C  -0.810  -1.815  0.565  -0.013
C  0.605  0.077  -0.199  -0.047
H  0.079  2.590  1.569  0.132
H  0.050  3.095  -0.134  0.075
H  -1.972  1.937  -0.666  0.092
C  -1.615  1.097  -0.141  0.050
C  1.219  -2.165  -0.703  -0.052
H  0.811  -3.153  -0.679  0.088
H  -1.463  -1.051  1.005  0.080
P  3.856  -0.233  0.370  0.752
H  1.456  2.379  0.598  0.070

Output
HOMO-LUMO gap	9.46	eV
charge	+1
relative energy (zero: lowest compared OMol25 entry of this formula, charge and spin)	38.40	kcal per mole
calculated total energy	-778.8358	Ha

Density functional theory data (ωB97M-V/def2-TZVPD) for the ion C5H13N4 with charge +1 in a non-equilibrium geometry.

Last column: Löwdin charge in e.
Cartesian coordinates (Å):
C  0.596  -0.453  -0.159  -0.141
H  0.807  2.727  0.635  0.142
C  -2.427  0.231  -0.066  -0.083
H  -2.699  0.039  0.989  0.088
C  2.200  -0.063  0.200  -0.440
H  -3.271  0.379  -0.775  0.103
H  -2.011  -0.702  -0.409  0.033
H  -1.368  1.072  -1.519  0.132
C  1.039  1.689  0.415  -0.115
H  0.395  -0.918  -1.110  0.149
C  -1.340  1.306  -0.410  -0.157
H  3.438  -1.130  -1.050  0.114
N  0.035  -1.470  0.869  0.233
H  2.549  -0.794  0.957  0.147
N  2.167  1.191  0.771  0.113
N  3.041  -0.211  -0.873  0.113
H  3.183  0.486  -1.487  0.054
H  -0.954  -1.564  0.805  0.107
H  -1.645  2.331  -0.220  0.127
H  0.311  -1.080  1.818  0.201
N  -0.017  0.843  0.045  -0.080
H  0.551  -2.334  0.785  0.160

Output
HOMO-LUMO gap	9.50	eV
charge	+1
SMILES	CCN1C=N[C@H](N)[C@H]1[NH3+]
relative energy (zero: lowest compared OMol25 entry of this formula, charge and spin)	45.88	kcal per mole
calculated total energy	-417.0358	Ha

Density functional theory data (ωB97M-V/def2-TZVPD) for a structure of composition C5H13N6O3 in a non-equilibrium geometry.

Last column: Löwdin charge in e.
Cartesian coordinates (Å):
H  2.378  2.175  -0.565  0.099
H  1.242  -2.362  1.181  0.205
N  0.349  -2.995  0.804  0.157
N  -0.808  -1.104  0.331  0.064
O  -4.362  1.890  -0.411  0.247
H  0.528  -3.987  0.866  0.115
H  0.786  -0.714  -2.014  0.138
N  2.037  1.483  0.057  0.123
C  -1.363  2.538  0.209  -0.125
H  -2.655  -2.888  -0.397  0.133
H  -2.292  2.725  -0.455  0.097
N  -1.711  -3.210  -0.127  0.181
H  -1.464  -4.216  -0.261  0.148
H  2.300  0.120  -2.071  0.106
O  -3.628  -0.281  -0.483  0.184
H  -1.805  -0.729  -0.054  0.177
N  1.476  -0.084  -1.570  0.166
C  -0.752  -2.405  0.358  -0.499
C  0.120  -0.209  0.923  -0.202
N  -0.536  0.785  1.542  -0.061
H  -0.382  2.292  -0.323  0.068
O  -1.705  1.421  0.963  -0.225
H  -1.153  3.539  0.908  0.142
C  -3.990  0.810  -0.482  -0.419
C  1.191  0.562  -0.477  -0.294
H  1.817  1.808  1.041  0.131
H  -0.089  1.566  2.080  0.145

Output
HOMO-LUMO gap	8.33	eV
charge	+1
relative energy (zero: lowest compared OMol25 entry of this formula, charge and spin)	58.92	kcal per mole
calculated total energy	-752.2338	Ha

Copy entry 6 word for word.
Density functional theory data (ωB97M-V/def2-TZVPD) for a structure of composition C5H13N6O3 in a non-equilibrium geometry.

Last column: Löwdin charge in e.
Cartesian coordinates (Å):
H  2.378  2.175  -0.565  0.099
H  1.242  -2.362  1.181  0.205
N  0.349  -2.995  0.804  0.157
N  -0.808  -1.104  0.331  0.064
O  -4.362  1.890  -0.411  0.247
H  0.528  -3.987  0.866  0.115
H  0.786  -0.714  -2.014  0.138
N  2.037  1.483  0.057  0.123
C  -1.363  2.538  0.209  -0.125
H  -2.655  -2.888  -0.397  0.133
H  -2.292  2.725  -0.455  0.097
N  -1.711  -3.210  -0.127  0.181
H  -1.464  -4.216  -0.261  0.148
H  2.300  0.120  -2.071  0.106
O  -3.628  -0.281  -0.483  0.184
H  -1.805  -0.729  -0.054  0.177
N  1.476  -0.084  -1.570  0.166
C  -0.752  -2.405  0.358  -0.499
C  0.120  -0.209  0.923  -0.202
N  -0.536  0.785  1.542  -0.061
H  -0.382  2.292  -0.323  0.068
O  -1.705  1.421  0.963  -0.225
H  -1.153  3.539  0.908  0.142
C  -3.990  0.810  -0.482  -0.419
C  1.191  0.562  -0.477  -0.294
H  1.817  1.808  1.041  0.131
H  -0.089  1.566  2.080  0.145

Output
HOMO-LUMO gap	8.33	eV
charge	+1
relative energy (zero: lowest compared OMol25 entry of this formula, charge and spin)	58.92	kcal per mole
calculated total energy	-752.2338	Ha

Copy entry 5 word for word.
Density functional theory data (ωB97M-V/def2-TZVPD) for the ion C5H13N4 with charge +1 in a non-equilibrium geometry.

Last column: Löwdin charge in e.
Cartesian coordinates (Å):
C  0.596  -0.453  -0.159  -0.141
H  0.807  2.727  0.635  0.142
C  -2.427  0.231  -0.066  -0.083
H  -2.699  0.039  0.989  0.088
C  2.200  -0.063  0.200  -0.440
H  -3.271  0.379  -0.775  0.103
H  -2.011  -0.702  -0.409  0.033
H  -1.368  1.072  -1.519  0.132
C  1.039  1.689  0.415  -0.115
H  0.395  -0.918  -1.110  0.149
C  -1.340  1.306  -0.410  -0.157
H  3.438  -1.130  -1.050  0.114
N  0.035  -1.470  0.869  0.233
H  2.549  -0.794  0.957  0.147
N  2.167  1.191  0.771  0.113
N  3.041  -0.211  -0.873  0.113
H  3.183  0.486  -1.487  0.054
H  -0.954  -1.564  0.805  0.107
H  -1.645  2.331  -0.220  0.127
H  0.311  -1.080  1.818  0.201
N  -0.017  0.843  0.045  -0.080
H  0.551  -2.334  0.785  0.160

Output
HOMO-LUMO gap	9.50	eV
charge	+1
SMILES	CCN1C=N[C@H](N)[C@H]1[NH3+]
relative energy (zero: lowest compared OMol25 entry of this formula, charge and spin)	45.88	kcal per mole
calculated total energy	-417.0358	Ha

Please write out number 6 again, unchanged.
Density functional theory data (ωB97M-V/def2-TZVPD) for a structure of composition C5H13N6O3 in a non-equilibrium geometry.

Last column: Löwdin charge in e.
Cartesian coordinates (Å):
H  2.378  2.175  -0.565  0.099
H  1.242  -2.362  1.181  0.205
N  0.349  -2.995  0.804  0.157
N  -0.808  -1.104  0.331  0.064
O  -4.362  1.890  -0.411  0.247
H  0.528  -3.987  0.866  0.115
H  0.786  -0.714  -2.014  0.138
N  2.037  1.483  0.057  0.123
C  -1.363  2.538  0.209  -0.125
H  -2.655  -2.888  -0.397  0.133
H  -2.292  2.725  -0.455  0.097
N  -1.711  -3.210  -0.127  0.181
H  -1.464  -4.216  -0.261  0.148
H  2.300  0.120  -2.071  0.106
O  -3.628  -0.281  -0.483  0.184
H  -1.805  -0.729  -0.054  0.177
N  1.476  -0.084  -1.570  0.166
C  -0.752  -2.405  0.358  -0.499
C  0.120  -0.209  0.923  -0.202
N  -0.536  0.785  1.542  -0.061
H  -0.382  2.292  -0.323  0.068
O  -1.705  1.421  0.963  -0.225
H  -1.153  3.539  0.908  0.142
C  -3.990  0.810  -0.482  -0.419
C  1.191  0.562  -0.477  -0.294
H  1.817  1.808  1.041  0.131
H  -0.089  1.566  2.080  0.145

Output
HOMO-LUMO gap	8.33	eV
charge	+1
relative energy (zero: lowest compared OMol25 entry of this formula, charge and spin)	58.92	kcal per mole
calculated total energy	-752.2338	Ha